Entry from the OMol25 dataset: a structure of composition C36H44ClHfN6O3 in a non-equilibrium geometry (ωB97M-V/def2-TZVPD).

Positions of all 91 atoms, in Å:
Hf (0.07466, 0.42533, -0.48262)
O (0.85196, 2.66587, -3.77992)
C (0.44682, 1.53620, -3.51637)
N (-0.47571, 1.28433, -2.53747)
C (-1.59878, 2.11617, -2.56425)
O (-2.13397, 2.49443, -3.58495)
C (-2.13895, 2.51257, -1.19763)
C (-2.94913, 3.60514, -1.15973)
C (-3.05806, 4.28232, 0.10995)
C (-2.61133, 3.69571, 1.22604)
C (-2.20662, 2.24089, 1.18534)
N (-1.61117, 1.87839, -0.11241)
C (1.04921, 0.38038, -4.30295)
C (2.15870, 0.64030, -5.09769)
C (2.70836, -0.40424, -5.82008)
C (2.12948, -1.65731, -5.72854)
C (1.00534, -1.80765, -4.92498)
N (0.47158, -0.81180, -4.23077)
H (-3.26973, 4.05104, -2.08792)
H (-3.41496, 5.30684, 0.13809)
H (-2.56562, 4.23844, 2.16294)
H (-1.45132, 2.07177, 1.95278)
H (2.56740, 1.63968, -5.11950)
H (3.57728, -0.24084, -6.44595)
H (2.52706, -2.50669, -6.26829)
H (0.51899, -2.77263, -4.83562)
C (0.11846, -0.80929, 4.18627)
C (-0.05580, 0.19564, 3.04713)
C (0.85706, 1.39803, 3.27914)
C (0.19138, -0.43323, 1.67389)
H (-0.08042, -0.36682, 5.16855)
H (1.14125, -1.20056, 4.18970)
H (-0.55485, -1.65913, 4.05540)
H (-1.08688, 0.55310, 3.10752)
H (1.89945, 1.06284, 3.34252)
H (0.62068, 1.92611, 4.20836)
H (0.79713, 2.12026, 2.45968)
H (-0.39978, -1.36285, 1.62317)
H (1.22878, -0.81644, 1.67431)
C (3.96890, -1.66690, -2.10313)
C (3.84668, -1.85854, -0.58755)
C (3.95729, -0.51538, 0.13921)
C (2.62727, -2.68937, -0.22955)
C (2.82581, -3.88269, 0.45329)
C (1.78524, -4.75108, 0.75401)
C (0.51923, -4.41122, 0.29434)
C (0.27732, -3.24187, -0.41470)
C (-1.11668, -3.09573, -1.02079)
C (-1.06998, -3.49702, -2.50022)
C (-1.87211, -1.75894, -0.94510)
C (1.32624, -2.30521, -0.63830)
N (1.05774, -1.07517, -1.17031)
H (4.88523, -1.12545, -2.35964)
H (3.11490, -1.09721, -2.47792)
H (3.98263, -2.63064, -2.61644)
H (4.70502, -2.45219, -0.25218)
H (3.16905, 0.16650, -0.17460)
H (4.92431, -0.05223, -0.08878)
H (3.88717, -0.64616, 1.22250)
H (3.83752, -4.13229, 0.76256)
H (1.95622, -5.66344, 1.30966)
H (-0.31548, -5.08378, 0.47338)
H (-1.74043, -3.82070, -0.48669)
H (-0.59759, -2.69525, -3.06890)
H (-2.07569, -3.65292, -2.90238)
H (-0.49108, -4.41183, -2.63885)
H (-1.35865, -1.04270, -1.59766)
H (-2.00597, -1.38129, 0.07219)
H (-2.86457, -1.86264, -1.38953)
N (1.77018, 3.99593, -1.42168)
C (2.11018, 3.13944, -0.44730)
N (3.11541, 3.47126, 0.40691)
O (1.49088, 2.08136, -0.26227)
H (2.34567, 4.80122, -1.59055)
H (1.21082, 3.62976, -2.19883)
H (3.82031, 4.12422, 0.11448)
H (3.40581, 2.72515, 1.01831)
Cl (-4.69887, 0.10595, 7.26838)
C (-4.32177, 0.46844, 5.59703)
C (-4.70042, -0.41993, 4.60634)
C (-4.39172, -0.12572, 3.28785)
C (-3.71373, 1.03917, 2.93229)
C (-3.38898, 1.29571, 1.47886)
C (-3.34734, 1.90757, 3.95694)
C (-3.64433, 1.63114, 5.28528)
H (-5.21868, -1.33232, 4.86814)
H (-4.67185, -0.82813, 2.51092)
H (-3.16528, 0.33677, 1.00257)
H (-4.27844, 1.68996, 0.97555)
H (-2.80575, 2.81425, 3.72717)
H (-3.34558, 2.30988, 6.07258)

**Charge**: -1
**Orbital gap**: 0.2161 Eh
**Total energy**: -66963.43092 eV
**LUMO**: 2.12 eV
**Relative energy (zero: lowest compared OMol25 entry of this formula, charge and spin)**: 104.01 kJ/mol
**Max |F|**: 1.037 eV Å⁻¹

Entry from the OMol25 dataset: a structure of composition C48H47AsF3IrN5O3 in a non-equilibrium geometry (ωB97M-V/def2-TZVPD).

Positions of all 108 atoms, in Å:
Ir (-0.08565, -0.04647, 0.13207)
C (0.75897, -3.91974, 6.22261)
C (0.92504, -3.25188, 4.90987)
C (2.19650, -2.92283, 4.43203)
C (2.39067, -2.26744, 3.21061)
C (3.69220, -1.90804, 2.79147)
N (3.97153, -1.30994, 1.65362)
C (5.24914, -0.74393, 1.30564)
C (5.28640, 0.76957, 1.61792)
C (5.22906, 1.65864, 0.36869)
N (4.13921, 1.29889, -0.50246)
C (4.29483, 0.91590, -1.75990)
C (3.31803, 0.31387, -2.57978)
C (3.68205, -0.05973, -3.88423)
C (2.83952, -0.80123, -4.71471)
C (3.23927, -1.19093, -6.08616)
C (1.60361, -1.19822, -4.20486)
C (1.16979, -0.84545, -2.91867)
C (-0.06515, -1.41081, -2.48100)
N (-0.64195, -1.33212, -1.33138)
C (-1.87101, -2.07599, -1.14199)
C (-3.00298, -1.18190, -0.63250)
C (-2.82080, -0.74725, 0.84292)
N (-1.46495, -0.94453, 1.30932)
C (-1.27846, -1.77643, 2.28955)
C (-0.07321, -2.18711, 2.93992)
C (-0.18773, -2.88648, 4.15066)
C (1.23725, -1.93293, 2.39402)
O (1.41217, -1.44724, 1.24000)
C (1.97940, 0.00633, -2.09486)
O (1.58989, 0.50054, -0.98553)
H (1.71036, -4.23003, 6.64424)
H (0.09646, -4.78240, 6.15403)
H (0.28492, -3.23436, 6.92794)
H (3.06131, -3.17699, 5.02454)
H (4.52212, -2.12487, 3.45176)
H (3.16810, -1.16470, 1.03610)
H (5.42346, -0.91526, 0.24054)
H (6.02719, -1.26311, 1.86670)
H (6.20951, 1.00963, 2.14264)
H (4.45941, 1.01563, 2.28808)
H (6.16453, 1.57583, -0.18917)
H (5.11769, 2.69944, 0.68869)
H (3.20178, 1.22382, -0.11199)
H (5.28651, 1.03151, -2.18035)
H (4.65753, 0.22642, -4.24798)
H (4.20773, -0.78577, -6.36028)
H (2.48886, -0.85602, -6.80269)
H (3.27490, -2.27701, -6.18171)
H (0.96577, -1.81910, -4.81619)
H (-0.53361, -2.04686, -3.23156)
H (-1.68160, -2.88566, -0.43109)
H (-2.18703, -2.53202, -2.08455)
H (-3.94143, -1.72947, -0.72436)
H (-3.06779, -0.30239, -1.27897)
H (-3.51661, -1.30111, 1.48135)
H (-3.06541, 0.31701, 0.93051)
H (-2.17629, -2.21289, 2.72763)
H (-1.17047, -3.12891, 4.52731)
F (2.30953, 5.36021, 4.04001)
C (1.77550, 4.27729, 4.59710)
F (0.77362, 4.66181, 5.38481)
F (2.71240, 3.71224, 5.36944)
C (1.29902, 3.28388, 3.55407)
C (0.69044, 2.10217, 3.96036)
C (0.28919, 1.19948, 2.98995)
N (0.45274, 1.40476, 1.67892)
C (1.02026, 2.55264, 1.30066)
C (1.46008, 3.51560, 2.19417)
H (0.53278, 1.88560, 5.00679)
H (-0.17936, 0.27659, 3.29416)
H (1.11571, 2.71663, 0.23674)
H (1.91774, 4.42678, 1.84092)
O (-1.16235, 1.63936, -1.26197)
As (-2.03121, 2.87830, -1.89961)
C (-0.74181, 4.13070, -2.69344)
C (0.59815, 3.77528, -2.60656)
C (1.56985, 4.62300, -3.11079)
C (1.19817, 5.81280, -3.71488)
C (-0.14072, 6.16031, -3.80665)
C (-1.12045, 5.31890, -3.29882)
C (-3.08107, 3.69029, -0.46797)
C (-4.06968, 4.64767, -0.65424)
C (-4.75388, 5.14157, 0.44590)
C (-4.45339, 4.69217, 1.72276)
C (-3.46033, 3.74282, 1.90912)
C (-2.77947, 3.24323, 0.81431)
C (-3.19202, 2.09444, -3.28060)
C (-4.36214, 2.68087, -3.73005)
C (-5.13543, 2.00841, -4.66708)
C (-4.75176, 0.76051, -5.12948)
C (-3.57729, 0.18179, -4.67988)
C (-2.78471, 0.85884, -3.76751)
H (0.86293, 2.82956, -2.14609)
H (2.61439, 4.35522, -3.03769)
H (1.95330, 6.46710, -4.12407)
H (-0.42301, 7.08703, -4.28083)
H (-2.16403, 5.59428, -3.38239)
H (-4.31019, 5.01980, -1.64102)
H (-5.52790, 5.87999, 0.30777)
H (-4.99140, 5.08128, 2.57342)
H (-3.22087, 3.39590, 2.90370)
H (-1.99447, 2.50143, 0.93558)
H (-4.69243, 3.64255, -3.36262)
H (-6.04304, 2.46284, -5.03197)
H (-5.37329, 0.23496, -5.83963)
H (-3.28146, -0.79417, -5.03705)
H (-1.84811, 0.43633, -3.41992)

**Charge**: +3
**Orbital gap**: 0.2547 Eh
**Total energy**: -135940.41051 eV
**LUMO**: -8.66 eV
**Max |F|**: 3.771 eV Å⁻¹